21
Properties=species:S:1:pos:R:3:forces:R:3:mulliken_charge:R:1 method="wB97M-V/def2-TZVPD" homo_lumo_gap_ha=0.376 de_lowest_ev=4.413 fmax_ev_per_a=6.6 homo_ev=-9.85 charge=0 total_energy_ha=-511.7440 multiplicity=1 lumo_ev=0.4
O 4.139113 0.153557 0.295356 1.618 0.750 2.985 -0.79
O -0.235516 -1.358445 1.641172 0.073 1.263 -0.401 -0.62
N 2.583360 0.746976 2.236808 -1.430 -3.716 -2.895 -0.70
N 1.331146 0.896461 -0.746035 -0.871 1.226 -0.115 -0.68
N -1.054800 -0.379606 -0.236089 -0.239 0.755 -0.479 -0.15
C -2.436754 -0.786722 -0.062865 -0.217 -0.334 0.176 -0.33
C 1.302449 -0.198083 0.198561 1.141 -1.101 0.003 0.62
C 2.195696 -0.020819 1.383380 0.240 5.062 4.245 0.54
C -0.104101 -0.615864 0.672436 0.404 -1.965 0.112 -0.16
C -3.366640 0.111167 -0.861710 -0.090 0.104 -0.062 -1.16
H 4.076695 0.893512 1.376463 -0.955 -2.437 -4.782 0.48
H -2.673173 -0.738825 1.008587 0.137 -0.038 -0.292 0.32
H -3.281028 1.155259 -0.531372 -0.038 -0.250 -0.083 0.31
H -3.133145 0.067515 -1.935226 -0.090 0.012 0.235 0.33
H 2.199626 1.375382 -0.952160 0.586 -0.966 0.101 0.29
H 0.820907 1.705162 -0.396561 -0.494 -0.363 0.273 0.24
H -0.760833 0.009351 -1.128971 -0.133 0.045 0.391 0.33
H 1.678343 -1.105041 -0.304404 -0.256 0.229 -0.025 0.26
H 3.684063 0.139514 -0.560565 0.322 1.377 0.579 0.25
H -4.406337 -0.213275 -0.724385 0.265 0.105 -0.077 0.37
H -2.559073 -1.837176 -0.372417 0.026 0.243 0.114 0.25